{
  "formula": "CHO4",
  "method": "ωB97M-V/def2-TZVPD",
  "elements": ["O", "O", "O", "O", "C", "H"],
  "coordinates": [[-0.881, -1.434, -0.030], [2.356, 0.622, 0.079], [0.292, 0.635, -0.102], [1.370, 0.028, -0.224], [-1.159, -0.341, 0.045], [-1.979, 0.491, 0.231]],
  "forces_ev_per_a": [[-0.929, -0.379, 0.085], [0.665, 0.644, 0.074], [-2.147, 3.180, 0.550], [1.505, -2.556, -0.442], [-0.876, 0.687, 0.185], [1.782, -1.576, -0.452]],
  "gap_ev": [9.84, 9.84],
  "spin_multiplicity": 1,
  "charge": 1,
  "lumo_energy_ev": [-9.07, -9.07],
  "e_above_lowest_ev": 3.754
}

=====

{
  "formula": "C20H19BeN3OS5",
  "method": "ωB97M-V/def2-TZVPD",
  "elements": ["S", "S", "S", "S", "S", "O", "N", "N", "N", "C", "C", "C", "C", "C", "C", "C", "C", "C", "C", "C", "C", "C", "C", "C", "C", "C", "C", "C", "C", "Be", "H", "H", "H", "H", "H", "H", "H", "H", "H", "H", "H", "H", "H", "H", "H", "H", "H", "H", "H"],
  "coordinates": [[-4.211, -1.226, -0.550], [3.014, -0.367, 0.597], [1.337, -1.097, -2.233], [0.956, 0.703, -1.487], [2.651, -1.957, -0.437], [0.216, -1.601, 0.689], [-0.417, 0.908, 1.521], [-2.052, 1.261, 2.974], [-1.842, -0.371, -0.287], [-0.915, 1.817, 3.534], [1.756, -4.891, 1.122], [0.585, 2.946, 4.958], [0.990, -2.643, 0.395], [-3.835, -0.337, 0.862], [1.512, -4.284, 3.805], [1.241, -3.287, 2.870], [-2.584, -1.048, -1.089], [2.018, -5.846, 2.092], [2.121, -6.633, 4.480], [0.110, 1.596, 2.600], [1.884, -5.568, 3.444], [1.613, 2.743, 4.027], [0.876, -1.927, 3.415], [1.341, -3.602, 1.503], [-2.525, 0.036, 0.827], [-1.698, 0.736, 1.780], [-0.698, 2.493, 4.727], [1.396, 2.074, 2.840], [1.931, -5.266, -0.328], [0.084, -0.170, 0.228], [2.657, -4.620, -0.823], [1.008, -1.917, 4.498], [3.079, -7.131, 4.324], [2.186, 1.920, 2.121], [0.994, -5.190, -0.884], [2.602, 3.123, 4.246], [-4.580, -0.124, 1.612], [1.427, -4.037, 4.859], [2.333, -6.837, 1.780], [0.801, 3.478, 5.875], [0.615, -3.199, -0.474], [-1.496, 2.659, 5.440], [-2.961, 1.207, 3.396], [-2.238, -1.478, -2.018], [-0.161, -1.686, 3.188], [2.115, -6.209, 5.484], [1.499, -1.148, 2.980], [1.340, -7.394, 4.430], [2.280, -6.295, -0.409]],
  "forces_ev_per_a": [[0.226, 0.083, 0.022], [0.101, 0.145, 0.215], [0.317, -0.589, 0.034], [-0.070, 0.208, 0.429], [-0.636, 0.031, -0.206], [0.098, -0.378, 0.694], [-0.499, -0.253, -0.065], [-0.082, -0.111, -0.139], [0.278, 0.200, 0.309], [0.355, 0.074, -0.162], [-0.038, 0.057, 0.051], [-0.067, 0.015, 0.038], [0.346, 0.154, -0.539], [0.105, 0.129, -0.036], [-0.031, -0.014, -0.029], [0.095, -0.039, -0.111], [-0.364, -0.082, -0.116], [0.021, -0.051, -0.046], [-0.001, 0.041, -0.034], [-0.112, 0.106, 0.260], [-0.003, 0.014, 0.037], [0.039, -0.036, -0.071], [-0.016, 0.018, -0.088], [-0.003, 0.092, 0.225], [-0.680, -0.390, -0.190], [0.369, 0.350, 0.400], [-0.075, 0.009, 0.079], [0.065, -0.038, -0.003], [-0.040, -0.045, 0.007], [0.234, 0.381, -0.839], [-0.003, -0.059, -0.032], [0.006, -0.018, -0.034], [-0.008, -0.011, 0.007], [0.005, -0.044, -0.050], [0.006, -0.012, -0.006], [-0.002, -0.002, -0.005], [0.018, -0.054, -0.007], [0.008, -0.013, -0.005], [-0.008, 0.006, 0.001], [-0.006, -0.010, -0.003], [0.037, 0.017, 0.020], [0.021, 0.004, 0.002], [-0.039, 0.035, -0.008], [0.058, 0.036, 0.025], [-0.063, 0.065, -0.017], [0.011, -0.021, 0.007], [-0.023, 0.021, -0.038], [0.024, -0.022, 0.025], [0.026, 0.006, -0.005]],
  "gap_ev": 6.32,
  "spin_multiplicity": 1,
  "lumo_energy_ev": -0.63,
  "e_above_lowest_ev": 0.455
}

=====

{
  "formula": "C17H15NO3S",
  "method": "ωB97M-V/def2-TZVPD",
  "elements": ["S", "O", "O", "O", "N", "C", "C", "C", "C", "C", "C", "C", "C", "C", "C", "C", "C", "C", "C", "C", "C", "C", "H", "H", "H", "H", "H", "H", "H", "H", "H", "H", "H", "H", "H", "H", "H"],
  "coordinates": [[-3.142, 1.603, 4.437], [1.234, -0.757, 0.034], [2.568, -0.894, -3.662], [1.778, 0.731, -1.564], [-1.471, 3.292, 3.407], [1.591, 0.164, 1.064], [-2.518, 3.239, 4.130], [0.389, 0.489, 1.912], [1.343, -0.343, -1.241], [1.452, -1.607, -3.407], [-1.831, 0.985, 3.479], [-1.521, -0.326, 3.163], [-1.039, 2.058, 3.012], [-0.221, -3.271, -3.904], [0.830, -1.388, -2.163], [-0.825, -3.062, -2.676], [0.072, 1.798, 2.217], [-0.294, -2.124, -1.811], [0.907, -2.558, -4.268], [-3.214, 4.409, 4.708], [3.223, -1.062, -4.896], [-0.406, -0.561, 2.384], [-2.133, -1.139, 3.521], [3.593, -2.085, -5.020], [2.362, -0.325, 1.671], [4.067, -0.375, -4.872], [-2.704, 5.319, 4.403], [-4.248, 4.439, 4.367], [-0.755, -1.938, -0.854], [-0.137, -1.572, 2.121], [-1.703, -3.623, -2.397], [2.571, -0.804, -5.737], [2.006, 1.068, 0.607], [0.666, 2.622, 1.855], [1.359, -2.747, -5.229], [-3.221, 4.343, 5.795], [-0.628, -3.999, -4.590]],
  "forces_ev_per_a": [[0.339, 0.349, -0.216], [-0.060, -0.323, 0.204], [-0.165, -0.010, 0.196], [-0.065, -0.097, 0.034], [0.285, 0.995, -0.134], [0.232, 0.448, 0.204], [-0.379, -0.702, 0.207], [0.066, 0.015, -0.196], [0.114, 0.307, -0.169], [-0.189, -0.042, 0.210], [0.097, 0.401, -0.042], [0.048, -0.126, -0.032], [-0.289, -1.051, 0.158], [-0.070, 0.017, 0.137], [0.069, -0.025, -0.233], [-0.111, -0.096, -0.066], [-0.012, -0.131, 0.034], [0.163, 0.074, -0.084], [0.261, 0.149, -0.149], [-0.136, 0.179, 0.112], [0.112, -0.059, -0.207], [-0.068, -0.005, 0.060], [-0.029, -0.124, 0.016], [-0.032, 0.047, -0.004], [-0.092, 0.051, -0.164], [-0.051, -0.066, -0.046], [0.005, 0.016, -0.004], [-0.055, 0.064, 0.009], [-0.015, 0.004, 0.092], [0.005, -0.133, -0.015], [-0.080, -0.039, 0.025], [0.015, -0.023, 0.041], [-0.039, -0.182, 0.168], [0.094, 0.110, -0.083], [0.076, 0.007, -0.061], [-0.023, 0.058, 0.053], [-0.022, -0.057, -0.055]],
  "smiles": "COc1ccccc1C(=O)OCc1ccc2sc(C)nc2c1",
  "gap_ev": 9.45,
  "spin_multiplicity": 1,
  "lumo_energy_ev": 0.75,
  "e_above_lowest_ev": 0.000
}

=====

{
  "formula": "C8H13N5O2",
  "method": "ωB97M-V/def2-TZVPD",
  "elements": ["O", "O", "N", "N", "N", "N", "N", "C", "C", "C", "C", "C", "C", "C", "C", "H", "H", "H", "H", "H", "H", "H", "H", "H", "H", "H", "H", "H"],
  "coordinates": [[-1.912, -3.301, 1.004], [0.583, 0.429, 2.163], [-0.189, 1.152, -1.351], [-1.935, 1.036, -0.113], [0.648, 0.881, -3.359], [-0.646, 1.255, -0.070], [0.081, -0.333, 1.104], [3.064, 0.445, 1.656], [-2.345, 0.833, -1.307], [-0.951, -1.197, 1.406], [1.703, 1.236, 1.707], [0.940, 1.266, -2.150], [-1.008, -2.350, 0.384], [-0.689, 0.585, -3.436], [-1.251, 0.870, -2.206], [-1.307, 0.237, -4.275], [3.716, 1.226, 1.854], [-1.851, -0.429, 1.328], [-3.450, 0.710, -1.337], [-2.493, -3.609, 0.309], [3.166, -0.406, 2.433], [3.125, 0.095, 0.632], [-1.402, -1.779, -0.536], [0.019, -2.617, 0.335], [1.898, 2.037, 2.317], [1.807, 1.543, -1.651], [-0.774, -1.594, 2.327], [1.454, 1.775, 0.831]],
  "forces_ev_per_a": [[0.988, 0.607, -1.172], [-0.971, -0.578, -0.887], [-1.422, -0.018, -1.686], [0.056, 0.538, 2.132], [0.366, -0.132, -1.308], [1.511, 1.001, 0.858], [4.065, 2.064, -1.008], [-2.837, -1.389, 0.033], [-2.470, -0.536, -1.266], [-2.579, 2.484, -1.416], [0.620, -3.080, -0.050], [-2.245, -1.061, 1.208], [-2.104, 2.849, 0.743], [-0.727, 0.659, 0.485], [0.513, -0.817, 0.478], [1.097, 0.315, 0.022], [2.029, 0.977, 0.219], [0.762, -2.181, 0.674], [1.113, -0.113, -0.946], [-0.177, -0.283, -0.065], [-0.364, 1.539, -1.326], [0.649, -0.483, 0.087], [0.561, -1.779, 0.752], [0.679, -1.183, -0.714], [-0.463, 1.525, 2.651], [1.806, 0.333, -0.032], [-0.133, -0.984, 3.017], [-0.321, -0.274, -1.484]],
  "gap_ev": [8.04, 6.37],
  "spin_multiplicity": 1,
  "lumo_energy_ev": [-0.12, -1.56],
  "e_above_lowest_ev": 1.973
}